No. 1
{"formula": "C2H9N2O", "method": "ωB97M-V with the def2-TZVPD basis set", "e_tot_ev": -7240.1968, "homo_energy_ev": -14.0, "total_charge": 1, "de_lowest_kj_mol": 208.3, "fmax_ha_per_bohr": 0.016, "orbital_gap_ev": 9.14, "species": ["C", "N", "H", "H", "H", "H", "N", "C", "O", "H", "H", "H", "H", "H"], "xyz": [[-0.6804, -2.1106, -1.1646], [0.3381, -1.5559, -0.6514], [-0.7419, -3.1909, -1.2082], [-1.5055, -1.4738, -1.4625], [0.5188, -0.4707, -0.4885], [1.0897, -2.1603, -0.3291], [-0.9162, 0.9565, 1.2923], [0.1853, 1.6768, 0.7783], [0.9260, 0.9305, -0.2820], [-1.7492, 0.9865, 0.7235], [-0.6993, 0.0329, 1.6182], [-0.1188, 2.6133, 0.3201], [0.8538, 1.9417, 1.5978], [1.8683, 1.0806, -0.1149]]}



No. 2
{"formula": "C2H9N2P3", "method": "ωB97M-V with the def2-TZVPD basis set", "e_tot_ev": -33061.2478, "homo_energy_ev": [-6.8, -6.8], "de_lowest_kj_mol": 315.6, "fmax_ha_per_bohr": 0.069, "orbital_gap_ev": [5.46, 5.46], "species": ["C", "C", "N", "N", "P", "P", "P", "H", "H", "H", "H", "H", "H", "H", "H", "H"], "xyz": [[-2.0730, 0.7558, 1.1922], [-2.6734, -0.0695, -0.1066], [3.5450, 0.6855, -0.1484], [-1.8179, -0.1618, -1.2656], [2.5145, 1.5040, -0.8747], [3.6332, -0.7695, 0.6983], [-0.1836, -0.1043, -1.3204], [-1.3547, 0.0857, 1.7073], [-1.6899, 1.5023, 0.5503], [-2.9229, 1.0635, 1.8061], [-2.9480, -1.0951, 0.3575], [-3.6683, 0.2781, -0.3804], [4.7310, -0.3141, 1.3801], [4.4864, -1.4773, -0.3281], [0.0825, -0.5665, -2.5632], [0.3391, -1.3170, -0.7043]]}



No. 3
{"formula": "C2H9N2PS", "method": "ωB97M-V with the def2-TZVPD basis set", "e_tot_ev": -25322.8066, "homo_energy_ev": -7.8, "smiles": "CP(C)(=S)NN", "de_lowest_kj_mol": 87.4, "fmax_ha_per_bohr": 0.083, "orbital_gap_ev": 8.39, "species": ["C", "P", "C", "S", "N", "N", "H", "H", "H", "H", "H", "H", "H", "H", "H"], "xyz": [[-1.1520, 1.6328, 0.1619], [-0.8093, -0.1994, 0.1170], [-1.0178, -0.8592, -1.5908], [-1.9939, -1.4442, 1.7728], [0.8215, -0.2985, 0.2566], [1.2220, 0.2298, 1.4784], [-1.1502, 2.0008, 1.1835], [-0.1959, 2.0365, -0.2660], [-1.9537, 1.9005, -0.5267], [-0.7537, -1.8837, -1.6355], [-2.0479, -0.6868, -1.8657], [-0.4336, -0.2644, -2.2703], [1.1861, -1.2780, -0.0673], [0.8087, -0.1380, 2.3672], [2.2001, 0.2282, 1.4717]]}



No. 4
{"formula": "C2H9N2S", "method": "ωB97M-V with the def2-TZVPD basis set", "e_tot_ev": -16036.3040, "homo_energy_ev": -2.6, "total_charge": -1, "de_lowest_kj_mol": 24.3, "fmax_ha_per_bohr": 0.006, "orbital_gap_ev": 6.90, "species": ["N", "C", "N", "H", "H", "H", "H", "H", "H", "C", "S", "H", "H", "H"], "xyz": [[1.5329, 0.3779, -0.1463], [0.8809, 1.6406, 0.1545], [0.2116, 1.7721, 1.4462], [2.3126, 0.2186, 0.4813], [0.8373, -0.3800, -0.0290], [1.6194, 2.4427, 0.0672], [0.1201, 1.7847, -0.6131], [-0.5205, 1.0649, 1.4836], [0.8667, 1.5390, 2.1850], [-1.6012, -2.1476, -1.1244], [-1.2123, -1.3516, 0.4770], [-1.5488, -1.4281, -1.9452], [-0.8960, -2.9540, -1.3379], [-2.6028, -2.5793, -1.0989]]}



No. 5
{"formula": "C2H9N2S", "method": "ωB97M-V with the def2-TZVPD basis set", "e_tot_ev": -16026.2955, "homo_energy_ev": -14.1, "total_charge": 1, "de_lowest_kj_mol": 300.2, "fmax_ha_per_bohr": 0.097, "orbital_gap_ev": 9.16, "species": ["C", "C", "N", "N", "S", "H", "H", "H", "H", "H", "H", "H", "H", "H"], "xyz": [[1.5786, 2.0523, -0.6623], [1.7607, 0.8166, -0.0403], [2.7227, 0.3242, 0.5365], [-2.5297, -2.0590, 0.6720], [-0.5632, 0.1395, -0.0188], [0.6399, 2.0864, -1.1638], [2.2917, 2.1773, -1.3899], [1.7274, 2.8573, 0.0219], [2.7679, -0.6588, 0.9178], [-2.4052, -2.6775, -0.0956], [-1.3993, -0.9848, 0.5278], [-3.4660, -1.5648, 0.4427], [-2.8338, -2.4017, 1.5608], [-0.2918, -0.1071, -1.3089]]}



No. 6
{"formula": "C2H9N2S", "method": "ωB97M-V with the def2-TZVPD basis set", "e_tot_ev": -16024.9271, "homo_energy_ev": -13.0, "total_charge": 1, "de_lowest_kj_mol": 432.2, "fmax_ha_per_bohr": 0.100, "orbital_gap_ev": 9.04, "species": ["C", "C", "N", "N", "S", "H", "H", "H", "H", "H", "H", "H", "H", "H"], "xyz": [[0.3850, 1.3767, 1.5179], [-0.7387, 0.8070, -0.4109], [0.4029, -1.2869, -0.9105], [0.1756, 1.4916, 0.0959], [-0.1748, -2.7796, -1.1902], [0.2232, 0.3149, 1.6155], [1.4245, 1.6487, 1.6408], [-0.2570, 2.0446, 2.0673], [-1.3730, 0.0351, -0.0850], [-0.9177, 0.9742, -1.4840], [0.7261, -0.8522, -1.7656], [0.7353, 2.1588, -0.3308], [-1.2981, -2.4869, -0.5022], [0.6867, -3.4460, -0.2582]]}



No. 7
{"formula": "C2H9N3", "method": "ωB97M-V with the def2-TZVPD basis set", "e_tot_ev": -6688.5006, "homo_energy_ev": -8.2, "smiles": "C=N.NCN", "de_lowest_kj_mol": 193.8, "fmax_ha_per_bohr": 0.142, "orbital_gap_ev": 9.09, "species": ["C", "N", "H", "H", "H", "N", "C", "N", "H", "H", "H", "H", "H", "H"], "xyz": [[-1.6325, 1.4297, 1.3727], [-1.7194, 0.5881, 0.4066], [-0.8331, 2.1797, 1.5184], [-2.3848, 1.6476, 2.0719], [-2.4349, 0.0090, 0.3814], [0.9779, -1.0682, 0.6288], [1.2720, -1.1105, -0.8435], [0.9664, 0.1229, -1.5750], [1.6073, -0.4916, 1.1673], [0.0207, -0.8333, 0.8239], [2.3085, -1.4734, -1.0681], [0.6221, -1.8743, -1.3127], [0.0332, 0.6044, -1.5304], [1.6498, 0.8172, -1.4506]]}



No. 8
{"formula": "C2H9N3", "method": "ωB97M-V with the def2-TZVPD basis set", "e_tot_ev": -6689.1479, "homo_energy_ev": -8.2, "smiles": "CNC(N)N", "de_lowest_kj_mol": 131.3, "fmax_ha_per_bohr": 0.079, "orbital_gap_ev": 9.26, "species": ["C", "N", "C", "N", "N", "H", "H", "H", "H", "H", "H", "H", "H", "H"], "xyz": [[0.7248, 1.4839, -0.0808], [-0.5860, 0.8581, -0.1011], [-0.6712, -0.5040, 0.2687], [0.1149, -0.8832, 1.3727], [-0.2351, -1.3237, -1.1061], [0.6025, 2.5443, -0.2963], [1.4267, 1.0757, -0.8226], [1.1569, 1.3768, 0.9135], [-0.9503, 0.8365, -1.0784], [-1.7282, -0.7946, 0.3400], [-0.0124, -1.8525, 1.6254], [0.2103, -0.2029, 2.1130], [-0.8273, -1.3030, -1.9297], [0.7744, -1.3114, -1.2183]]}



No. 9
{"formula": "C2H9N3O", "method": "ωB97M-V with the def2-TZVPD basis set", "e_tot_ev": -8734.9138, "homo_energy_ev": -9.0, "smiles": "[H]/N=N/N.CCO", "de_lowest_kj_mol": 340.2, "fmax_ha_per_bohr": 0.093, "orbital_gap_ev": 10.04, "species": ["H", "N", "N", "N", "H", "H", "C", "C", "O", "H", "H", "H", "H", "H", "H"], "xyz": [[2.2209, 1.4409, -1.6561], [2.7783, 0.9306, -0.9547], [1.9301, 0.1019, -0.4109], [2.4425, -0.7552, 0.4515], [3.3864, -0.9529, 0.6296], [1.7048, -1.0610, 1.1420], [-2.2858, 0.6063, -0.0779], [-1.3148, -0.6179, 0.0980], [-0.2817, -0.3017, 1.0049], [-1.7531, 1.3027, -0.7759], [-3.2429, 0.2430, -0.6202], [-2.6341, 0.8886, 0.8464], [-0.8971, -0.8565, -0.8930], [-1.7665, -1.6391, 0.2749], [-0.2870, 0.6701, 0.9415]]}



No. 10
{"formula": "C2H9N3O", "method": "ωB97M-V with the def2-TZVPD basis set", "e_tot_ev": -8734.8219, "homo_energy_ev": -9.4, "smiles": "[H]/N=C/CN.NO", "de_lowest_kj_mol": 349.1, "fmax_ha_per_bohr": 0.048, "orbital_gap_ev": 10.40, "species": ["H", "N", "C", "C", "N", "H", "H", "H", "H", "H", "N", "O", "H", "H", "H"], "xyz": [[1.6251, 1.5115, 0.3389], [0.6355, 1.3568, 0.2896], [0.2321, 0.4592, 1.0614], [-1.2900, 0.0844, 1.1457], [-2.2351, 0.7580, 0.2836], [0.7743, -0.1772, 1.7614], [-1.4904, 0.3480, 2.2264], [-1.4781, -0.9658, 0.7377], [-2.2658, 1.6965, 0.5151], [-1.7852, 0.7010, -0.6420], [1.1410, -1.2973, -1.3073], [1.5550, -0.2608, -2.1887], [0.1721, -1.5516, -1.5355], [1.7145, -2.0333, -1.5858], [1.4918, 0.5354, -1.7178]]}



No. 11
{"formula": "C2H9N3O", "method": "ωB97M-V with the def2-TZVPD basis set", "e_tot_ev": -8737.0949, "homo_energy_ev": -8.7, "smiles": "NC=O.NCN", "de_lowest_kj_mol": 129.7, "fmax_ha_per_bohr": 0.045, "orbital_gap_ev": 9.41, "species": ["N", "C", "O", "H", "H", "H", "N", "C", "N", "H", "H", "H", "H", "H", "H"], "xyz": [[2.7241, 1.3974, 0.9252], [3.6863, 1.3194, -0.0708], [3.5606, 1.4566, -1.2585], [3.0902, 1.2784, 1.8559], [1.7924, 1.1072, 0.6725], [4.6424, 1.3414, 0.4355], [-2.3672, -0.9092, 0.9515], [-1.8610, -1.1975, -0.3845], [-2.3491, -0.2464, -1.3671], [-2.7600, 0.0151, 1.0993], [-2.0301, -1.2889, 1.8246], [-0.7872, -1.1115, -0.2007], [-2.1347, -2.2165, -0.6732], [-3.3080, -0.6028, -1.5425], [-1.8987, -0.3428, -2.2672]]}



No. 12
{"formula": "C2H9N3O", "method": "ωB97M-V with the def2-TZVPD basis set", "e_tot_ev": -8737.5232, "homo_energy_ev": -8.9, "smiles": "[H]/N=C(/N)NC.O", "de_lowest_kj_mol": 88.4, "fmax_ha_per_bohr": 0.030, "orbital_gap_ev": 9.60, "species": ["H", "N", "C", "N", "N", "C", "H", "H", "H", "H", "H", "H", "O", "H", "H"], "xyz": [[-0.7981, 0.7880, 2.0286], [-1.0474, 1.1887, 1.1321], [-1.0355, 0.3477, 0.1696], [-1.5364, 0.7632, -1.0950], [-0.5278, -0.9188, 0.1753], [0.4304, -1.4916, 1.0832], [-2.1695, 0.0919, -1.5128], [-2.0819, 1.5539, -0.7393], [-0.7095, -1.4831, -0.6362], [-0.0972, -2.2696, 1.6430], [0.8030, -0.7867, 1.8174], [1.3486, -1.8871, 0.6259], [2.7581, 1.4174, -1.3304], [2.2130, 2.1076, -1.7242], [2.4502, 0.5783, -1.6371]]}



No. 13
{"formula": "C2H9N3O2", "method": "ωB97M-V with the def2-TZVPD basis set", "e_tot_ev": -10783.7147, "homo_energy_ev": -8.9, "smiles": "NCN(O)[C@@H](N)O", "de_lowest_kj_mol": 224.6, "fmax_ha_per_bohr": 0.013, "orbital_gap_ev": 9.75, "species": ["N", "C", "N", "O", "C", "N", "O", "H", "H", "H", "H", "H", "H", "H", "H", "H"], "xyz": [[-2.0707, 0.4143, -0.0252], [-1.3013, -0.6052, -0.6941], [0.0703, -0.8336, -0.2757], [0.1027, -1.3491, 1.0584], [1.0178, 0.2579, -0.3956], [1.0407, 1.2399, 0.6611], [2.2759, -0.3497, -0.4528], [-2.0873, 0.2446, 0.9743], [-1.7014, 1.3424, -0.1982], [-1.2613, -0.3775, -1.7621], [-1.8167, -1.5588, -0.5492], [0.7094, -2.1002, 1.0127], [0.7908, 0.7682, -1.3474], [1.0845, 0.7585, 1.5556], [0.2173, 1.8290, 0.6570], [2.9294, 0.3193, -0.2188]]}



No. 14
{"formula": "C2H9N3O2S", "method": "ωB97M-V with the def2-TZVPD basis set", "e_tot_ev": -21618.8636, "homo_energy_ev": -9.4, "smiles": "CN(CN)S(N)(=O)=O", "de_lowest_kj_mol": 45.7, "fmax_ha_per_bohr": 0.103, "orbital_gap_ev": 10.24, "species": ["C", "N", "C", "N", "S", "N", "O", "O", "H", "H", "H", "H", "H", "H", "H", "H", "H"], "xyz": [[1.4222, 0.4328, -0.3305], [0.0279, 0.2447, -0.0112], [-0.1656, -1.0414, 0.6445], [0.3787, -1.1114, 1.9213], [-0.8274, 1.6303, 0.1219], [-2.0323, 1.4454, -1.0906], [-1.6595, 1.6394, 1.2847], [0.0194, 2.7302, -0.1617], [1.3712, 1.3534, -0.6541], [1.9526, 0.4101, 0.7126], [1.8190, -0.3083, -1.0870], [0.1900, -1.8821, 0.0217], [-1.2222, -1.2993, 0.7341], [1.4282, -1.1841, 2.0687], [-0.0101, -0.4391, 2.5752], [-2.8968, 1.5569, -0.5754], [-2.0507, 2.0471, -1.8867]]}



No. 15
{"formula": "C2H9N4", "method": "ωB97M-V with the def2-TZVPD basis set", "e_tot_ev": -8170.2914, "homo_energy_ev": -13.3, "total_charge": 1, "de_lowest_kj_mol": 437.6, "fmax_ha_per_bohr": 0.057, "orbital_gap_ev": 10.26, "species": ["C", "C", "N", "N", "N", "N", "H", "H", "H", "H", "H", "H", "H", "H", "H"], "xyz": [[0.5699, 0.0586, 1.6450], [0.7416, -0.5391, 0.2747], [-0.2523, -1.0021, 0.9130], [1.7558, -0.6446, -0.5975], [-0.4724, 1.4260, -1.2815], [-1.1763, -1.9001, 1.2263], [1.1006, -0.2063, 2.6143], [-0.0094, 1.0053, 1.6065], [2.5426, 0.0075, -0.5772], [1.5988, -1.3051, -1.2910], [-0.4188, 1.1850, -2.2311], [-1.2651, 1.0616, -0.8212], [-0.1391, 2.2821, -0.9588], [-1.8188, -1.6462, 1.9907], [-1.2766, -2.6290, 0.6063]]}



No. 16
{"formula": "C2H9N4O", "method": "ωB97M-V with the def2-TZVPD basis set", "e_tot_ev": -10228.2063, "homo_energy_ev": -3.5, "total_charge": -1, "de_lowest_kj_mol": 82.2, "fmax_ha_per_bohr": 0.050, "orbital_gap_ev": 7.58, "species": ["N", "C", "N", "N", "H", "H", "H", "H", "H", "N", "C", "O", "H", "H", "H", "H"], "xyz": [[2.0789, -0.2347, -2.2469], [1.2132, -0.0871, -1.0906], [0.2306, -0.9692, -1.0583], [1.4705, 0.8754, -0.2656], [3.0041, 0.2108, -2.1401], [2.1625, -1.2072, -2.5384], [-0.0500, -1.3558, -1.9421], [-0.6589, -0.6842, -0.3430], [2.1020, 1.5439, -0.6660], [-1.7901, 0.1464, 2.6698], [-1.5097, 0.6081, 1.2838], [-1.7030, -0.4081, 0.3569], [-1.0860, -0.5206, 2.9364], [-2.6943, -0.3727, 2.7287], [-2.2692, 1.3826, 1.0419], [-0.5005, 1.0724, 1.2736]]}